This record from the Open Molecules 2025 dataset describes a molecular structure, C43H29Cl3F3O2PSbZr in a non-equilibrium geometry. The level of theory is ωB97M-V with the def2-TZVPD basis set.

Geometry as XYZ:
```
83
C43H29Cl3F3O2PSbZr, DFT ωB97M-V with the def2-TZVPD basis set
Zr -0.484 -0.925 -1.019
Cl 1.963 -0.922 -1.768
C 2.698 0.711 -1.777
C 4.060 0.766 -1.935
C 4.646 2.030 -1.906
C 3.868 3.165 -1.728
C 2.485 3.061 -1.596
C 1.881 1.818 -1.627
P 0.096 1.607 -1.550
C -0.241 1.065 -3.258
C 0.515 1.520 -4.331
C 0.228 1.069 -5.609
C -0.782 0.129 -5.828
C -1.530 -0.344 -4.769
C -1.263 0.130 -3.486
C -0.684 3.178 -1.255
C -1.113 3.986 -2.310
C -1.747 5.188 -2.026
C -1.951 5.575 -0.704
C -1.515 4.771 0.345
C -0.891 3.564 0.072
H 4.656 -0.131 -2.078
H 5.719 2.116 -2.026
H 4.336 4.142 -1.699
H 1.875 3.951 -1.471
H 1.315 2.234 -4.177
H 0.794 1.455 -6.449
H -0.996 -0.214 -6.833
H -2.334 -1.050 -4.939
H -1.990 -0.099 -2.718
H -0.957 3.690 -3.341
H -2.085 5.823 -2.838
H -2.458 6.510 -0.491
H -1.664 5.087 1.374
H -0.562 2.931 0.888
Cl -5.427 -6.345 -1.698
C -4.494 -4.928 -1.507
C -5.131 -3.701 -1.352
C -4.409 -2.526 -1.171
Cl -5.226 -1.032 -0.976
C -3.044 -2.573 -1.140
O -2.296 -1.441 -0.914
C -2.383 -3.795 -1.362
C -0.985 -3.877 -1.547
O -0.179 -2.881 -1.568
C -3.124 -4.982 -1.520
H -6.215 -3.661 -1.369
H -0.545 -4.857 -1.715
H -2.612 -5.930 -1.674
F -2.846 3.133 3.962
C -2.170 2.107 3.459
C -2.614 1.531 2.292
C -1.888 0.462 1.777
C -0.737 -0.014 2.415
C -0.327 0.597 3.607
C -1.042 1.657 4.134
Sb 0.439 -1.602 1.633
C 2.286 -0.544 1.631
C 3.504 -1.226 1.724
C 4.707 -0.535 1.680
C 4.674 0.840 1.538
F 5.824 1.505 1.474
C 3.494 1.547 1.447
C 2.295 0.845 1.480
C 0.513 -2.816 3.335
C -0.519 -2.693 4.262
C -0.437 -3.401 5.451
C 0.661 -4.216 5.664
F 0.747 -4.879 6.807
C 1.669 -4.377 4.730
C 1.587 -3.677 3.541
H -3.515 1.901 1.816
H -2.302 -0.021 0.911
H 0.556 0.249 4.129
H -0.745 2.136 5.060
H 3.539 -2.304 1.837
H 5.660 -1.046 1.761
H 3.524 2.630 1.370
H 1.375 1.399 1.412
H -1.372 -2.052 4.086
H -1.208 -3.329 6.208
H 2.495 -5.045 4.941
H 2.361 -3.820 2.798
```

Charge: +3
E: -111958.5940 eV
Highest occupied orbital energy: -16.12 eV
Energy relative to the best compared isomer or geometry (same formula, charge and spin): 105.6 kJ/mol

This record from the Open Molecules 2025 dataset describes a molecular structure, C43H29ClI2MnN4O3P in a non-equilibrium geometry. The level of theory is ωB97M-V with the def2-TZVPD basis set.

Geometry as XYZ:
```
84
C43H29ClI2MnN4O3P, DFT ωB97M-V with the def2-TZVPD basis set
Mn -0.290 1.586 -1.184
C 5.813 0.427 0.825
C 5.110 1.564 0.455
C 3.755 1.500 0.383
C 3.057 0.341 0.728
C 3.789 -0.802 1.098
C 5.200 -0.759 1.128
P 1.259 0.368 0.604
C 0.834 -1.295 1.166
C 1.082 -2.319 0.271
C 0.748 -3.651 0.595
C 0.118 -3.977 1.806
C -0.084 -2.947 2.683
C 0.184 -1.617 2.349
C 0.908 1.438 2.029
C 1.493 1.202 3.219
C 1.246 2.028 4.343
C 0.352 3.039 4.219
C -0.288 3.330 2.986
C -1.150 4.419 2.833
C -1.533 4.848 1.590
C -1.134 4.097 0.422
C -0.329 2.958 0.528
C 0.048 2.556 1.851
H 6.883 0.485 0.850
H 5.579 2.501 0.212
H 3.200 2.333 0.039
H 3.290 -1.763 1.333
H 5.796 -1.605 1.432
H 1.498 -2.129 -0.697
H 0.943 -4.401 -0.148
H -0.167 -4.977 2.107
H -0.540 -3.199 3.628
H -0.016 -0.858 3.069
H 2.155 0.348 3.344
H 1.737 1.790 5.286
H 0.116 3.694 5.064
H -1.426 5.008 3.702
H -2.152 5.721 1.497
H -1.471 4.492 -0.553
I -1.359 -3.260 -3.413
C -0.003 -1.707 -3.871
C 0.720 -1.925 -5.061
C 1.557 -1.035 -5.602
I 2.764 -1.518 -7.285
C 1.747 0.222 -4.939
C 2.636 1.239 -5.335
C 2.752 2.376 -4.565
C 2.024 2.476 -3.358
N 1.254 1.508 -2.949
C 1.126 0.380 -3.699
C 0.200 -0.581 -3.068
O -0.259 -0.401 -1.885
H 0.549 -2.903 -5.533
H 3.156 1.109 -6.284
H 3.373 3.207 -4.848
H 2.073 3.313 -2.672
N -3.960 -7.682 2.844
C -3.776 -6.546 2.724
C -3.558 -5.157 2.445
C -3.637 -4.101 3.372
C -3.413 -2.799 2.984
C -3.235 -2.512 1.643
C -3.167 -3.533 0.715
C -3.332 -4.854 1.110
N -3.026 -1.206 1.228
C -3.464 -0.053 1.889
C -2.886 0.992 1.205
N -2.130 0.508 0.154
C -2.190 -0.790 0.213
H -3.956 -4.259 4.392
H -3.400 -2.048 3.757
H -2.976 -3.321 -0.321
H -3.225 -5.686 0.442
H -4.230 -0.112 2.641
H -2.945 2.067 1.372
H -1.686 -1.503 -0.421
Cl -3.217 5.174 -3.272
C -2.522 3.830 -4.282
C -1.754 2.800 -3.444
O -1.757 1.668 -3.940
O -1.261 3.168 -2.351
H -1.860 4.304 -5.038
H -3.365 3.377 -4.784
```

Charge: -1
E: -126501.8962 eV
2S+1: 6
Highest occupied orbital energy (alpha / beta): -3.98 / -5.04 eV
Energy relative to the best compared isomer or geometry (same formula, charge and spin): 0.0 kJ/mol